The following is a quantum chemistry calculation of a molecular structure, C20H25ClN4O3 at a distorted geometry, from OMol25.

```
! RIJCOSX wB97M-V def2-TZVPD def2/J DEFGRID3
* xyz 0 1
Cl -6.18259 1.33743 1.59315
O -0.98790 1.72072 -0.93746
O 2.79524 4.42413 0.87732
O 3.92383 3.46983 2.57001
N -0.52720 -3.05208 -0.03797
N 3.12416 3.51872 1.45322
N 1.83075 2.75411 -1.22050
N 1.82655 -1.69282 0.16742
C -4.77008 1.72177 0.97309
C -2.55903 0.75176 0.54397
C -0.72470 -2.80646 -2.33742
C 2.17567 1.87807 -0.17636
C 1.84177 0.27159 -0.55659
C 0.85550 2.64879 -2.06754
C 2.06301 -0.48186 0.32078
C 2.84636 2.02861 0.97809
C -4.40085 2.71530 -0.06558
C 1.29537 -2.44605 -1.10194
C 2.93246 -0.24086 1.41322
C 3.28439 1.24967 1.87475
C 1.49584 -2.83993 1.18881
C -0.06291 -2.98355 1.11563
C -0.63678 -3.85864 2.38892
C -2.07705 1.90293 -0.50180
C -3.72765 0.72669 1.04917
C -3.15258 2.85344 -0.48585
C -0.04433 -2.32513 -1.10548
C -0.49864 2.73522 -1.71508
H -1.75734 -3.92003 2.50417
H -0.21547 -3.74101 -2.75494
H -1.83257 -2.80003 -2.40167
H 3.23501 -0.99894 2.52634
H -0.45851 -4.15507 -0.24761
H -5.04369 3.66801 -0.13804
H -1.76316 0.09446 0.25712
H 1.94327 -2.59933 2.20335
H -0.23705 -4.75647 2.01842
H 1.22094 3.50257 -2.88971
H -0.47534 -2.09182 -3.28232
H -0.38931 -1.69531 1.41249
H 1.95644 -3.94729 1.00394
H -2.99650 3.63071 -1.10772
H -0.59097 3.91951 -1.20864
H -0.68030 -1.22853 -0.86063
H -3.87298 -0.21559 1.60273
H 3.79315 1.34927 2.73420
H 1.62456 -1.60520 -1.99450
H -1.12753 2.97577 -2.59055
H 1.85838 -3.39003 -1.32846
H 2.04597 3.57879 -0.77958
H -0.28791 -3.43561 3.22399
H 0.98247 1.68823 -2.81736
H 1.12982 0.19158 -1.28299
*
```

Maximum force = 19.4 eV Å⁻¹
LUMO level = 0.199 eV
E_HOMO = -7.589 eV
Relative energy (zero: lowest compared OMol25 entry of this formula, charge and spin) = 562.4 kcal per mole
Kohn-Sham gap = 7.79 eV

Mulliken atomic charge list, values in e, 6 entries: number 1, Cl, carries -0.2203; number 2, O, carries 0.0458; number 3, O, carries -0.6628; number 4, O, carries -0.6604; number 5, N, carries -0.0490; number 6, N, carries 1.0118

---

The following is a quantum chemistry calculation of 3 unconnected molecules or ions with the total composition C4H11NO3 at a distorted geometry, from OMol25.

```
! RIJCOSX wB97M-V def2-TZVPD def2/J DEFGRID3
* xyz 0 1
O -1.21033 -1.23980 1.87211
O -0.23182 -2.66740 0.35750
O 0.96448 -1.69660 -1.74756
N 0.74008 -0.58163 0.79933
C -0.28081 -1.51875 1.03162
C -0.10972 1.75597 0.31528
C 0.43896 0.78708 1.37696
C -0.41008 1.11344 -0.98805
H 1.25347 1.30219 1.74736
H -0.68019 0.02848 -0.78261
H 0.69443 2.49455 0.23785
H -1.21351 1.65371 -1.47137
H 0.40770 1.10146 -1.71928
H -0.88910 2.39950 0.87616
H -1.48487 -0.47726 -0.35694
H -0.16470 0.56083 2.24954
H 0.84808 -0.69974 -0.21841
H 0.67274 -1.98937 -2.57560
H 0.65519 -2.32667 -1.00389
*
```

Maximum force = 3.7 eV Å⁻¹
LUMO level = -3.571 eV
E_HOMO = -9.193 eV
Relative energy (zero: lowest compared OMol25 entry of this formula, charge and spin) = 168.4 kcal per mole
Kohn-Sham gap = 5.62 eV

Mulliken atomic charge list, values in e, 6 entries: number 1, O, carries -0.5222; number 2, O, carries -0.7316; number 3, O, carries -0.7038; number 4, N, carries -0.4631; number 5, C, carries 0.4516; number 6, C, carries -0.1322

---

The following is a quantum chemistry calculation of 5 unconnected molecules or ions with the total composition C34H67Br2F9N7O7 at a distorted geometry, from OMol25.

```
! RIJCOSX wB97M-V def2-TZVPD def2/J DEFGRID3
* xyz 1 1
Br 3.20400 5.08171 -0.57142
Br 4.84932 5.28031 2.35604
F -2.15046 4.43857 4.22363
F -4.28123 5.71551 3.11072
F -1.93596 4.40469 1.82497
F -5.08819 5.38630 0.74619
F -5.14356 3.61814 3.84264
F 6.32944 4.41822 0.10124
F 6.03972 2.66259 1.71320
F -4.19037 3.11883 0.44877
F 4.49555 2.55373 -0.93764
O -7.61698 4.19307 1.94626
O -8.78747 -0.78523 -1.04279
O -2.97948 1.58779 4.18223
O -1.08797 0.85801 9.66527
O 4.45739 -1.04776 -3.03930
O 8.14665 -3.09113 -6.86363
O -6.66031 2.13253 1.05999
N 6.74315 -5.28559 -8.07320
N 0.83547 0.91572 0.96055
N -7.85656 -1.03131 1.66301
N -2.43666 -0.31095 -0.42596
N -1.66900 -0.08661 1.87502
N 5.28758 1.01462 -4.85751
N -0.50156 -0.00043 6.98800
C -1.22384 2.32113 6.80115
C -1.62911 0.91178 7.22548
C 8.42523 -4.59306 -9.69717
C 1.70513 1.88614 0.13148
C -1.58797 1.41944 1.91246
C 2.84426 2.65119 1.08676
C 7.06866 -0.65077 -4.87942
C 5.64680 -0.30061 -2.76919
C -4.23971 4.22912 2.84027
C -1.28275 -0.65202 0.54470
C 0.02753 0.13376 -0.04217
C 0.09441 -1.81757 2.91599
C -3.73474 -2.63324 -0.53054
C -2.12962 0.82906 8.68546
C -0.63596 2.16089 10.00117
C -9.87216 -2.39670 1.52410
C -2.20388 -1.58733 -2.71382
C 7.41030 -2.88249 -8.07199
C -9.60663 -0.32142 0.03412
C 9.55608 -3.10158 -7.03108
C 5.34737 3.81514 1.06838
C 4.01928 3.38081 0.20289
C 7.19035 -4.16281 -8.90942
C 0.04538 1.78040 1.91417
C 4.68821 -2.37762 -3.47841
C 6.28978 0.34143 -4.01949
C -9.30093 -0.98686 1.39524
C -9.23809 -1.98896 -1.64498
C -6.46658 3.40695 1.47389
C -4.91744 4.02677 1.36304
C -2.77955 -1.43302 -1.15956
C -2.66601 3.79564 2.95882
C -2.42454 2.15428 3.10964
C -1.13306 -0.77738 3.07458
H -7.86337 4.83383 1.19838
H 5.56669 -2.82446 -3.00316
H -0.80528 -0.95364 7.19063
H 7.69917 -0.11674 -5.59943
H -10.91480 -2.42899 1.19201
H -1.11683 2.37417 5.71171
H 5.33725 0.50991 -2.09653
H -9.38865 0.75051 0.12742
H 4.78725 -2.40069 -4.56519
H 9.19246 -5.04632 -9.06388
H 8.87211 -3.74199 -10.22099
H 7.72455 -1.27348 -4.26262
H 6.36896 -0.90621 -2.20864
H 0.74406 -1.75521 3.91549
H 5.86919 -5.02332 -7.61569
H 8.15385 -5.34107 -10.45081
H 9.88652 -2.40404 -7.80665
H 0.19796 0.18558 7.71334
H 6.40235 -3.94517 -9.64129
H -2.62756 -0.14065 8.81576
H -1.11504 -2.02457 -2.62206
H 3.81107 -2.97685 -3.21756
H 7.00652 1.09508 -3.66985
H -0.33144 0.89151 -0.88214
H 1.51619 0.36414 1.52678
H -1.98071 1.91292 0.89762
H -0.80995 0.02233 3.90065
H -10.66974 -0.39749 -0.22373
H 0.84142 -1.63977 2.03797
H 0.73074 -0.64272 -0.56405
H -2.03692 -1.36932 3.58421
H -8.80941 -2.84918 -1.12761
H -2.92854 -2.30745 -3.28507
H -1.44456 2.89782 9.98234
H -4.29832 -2.23632 0.41750
H -7.49533 -0.07663 1.66165
H 0.48717 1.85018 3.00348
H 4.82951 1.73720 -4.30076
H -9.77530 -0.37583 2.17341
H 4.53714 0.33987 -5.03528
H 7.40422 -5.36687 -7.29447
H -0.30602 -2.94243 2.89786
H -4.49674 -3.06940 -1.33838
H -2.88616 1.59394 8.89776
H -0.26642 2.63107 7.22828
H 3.34836 1.90854 1.85961
H 7.86029 -2.08059 -8.66943
H -9.30683 -3.13482 0.94902
H 10.01153 -2.80498 -6.08183
H -2.45932 0.60714 6.57595
H -7.40866 -1.45626 0.84517
H 1.06922 2.63400 -0.50823
H -1.21788 -1.83330 0.48563
H 0.17152 2.46094 9.33082
H -2.99434 -3.49365 -0.20507
H 9.89857 -4.11354 -7.25481
H 6.42562 -2.51461 -7.75524
H -1.98323 3.05265 7.09546
H 2.33807 1.19043 -0.60301
H 6.41624 -1.30979 -5.45836
H 2.30371 3.47158 1.76494
H -10.32987 -2.05843 -1.66608
H 0.09686 2.89263 1.48337
H -8.86985 -2.01031 -2.67475
H -2.18730 -0.54479 -3.28823
H -9.84696 -2.72298 2.57007
H -0.22365 2.12512 11.01369
*
```

Maximum force = 9.6 eV Å⁻¹
LUMO level = -3.914 eV
E_HOMO = -10.473 eV
Kohn-Sham gap = 6.56 eV

Mulliken atomic charge list, values in e, 6 entries: number 1, Br, carries 0.0098; number 2, Br, carries -0.0367; number 3, F, carries -0.3089; number 4, F, carries -0.2968; number 5, F, carries -0.2857; number 6, F, carries -0.2885

---

The following is a quantum chemistry calculation of a molecular structure, CH3NO2S at a distorted geometry, from OMol25.

```
! RIJCOSX wB97M-V def2-TZVPD def2/J DEFGRID3
* xyz 0 1
S 2.34536 0.63662 -0.45821
O 2.51070 1.92436 0.17085
O 2.73482 -1.68772 0.48320
N 2.57596 -0.52622 0.79207
C 0.07868 0.07896 0.00246
H -0.41158 0.76604 -0.65336
H 0.05393 -0.96277 -0.27221
H -0.01091 0.28010 1.06032
*
```

Maximum force = 3.3 eV Å⁻¹
LUMO level (spin up / spin down) = -1.297 / -1.297 eV
E_HOMO (spin up / spin down) = -9.322 / -9.319 eV
Relative energy (zero: lowest compared OMol25 entry of this formula, charge and spin) = 101.2 kcal per mole
Kohn-Sham gap (spin up / spin down) = 8.02 / 8.02 eV

Mulliken atomic charge list, values in e, 6 entries: number 1, S, carries 0.4613; number 2, O, carries -0.4484; number 3, O, carries -0.3013; number 4, N, carries 0.1527; number 5, C, carries -0.8670; number 6, H, carries 0.3187